Molecular formula: C23H23N5O5S
Method: DFT, ωB97M-V with the def2-TZVPD basis set

For the largest force on an atom, the calculation gives 1.72 eV Å⁻¹. The lowest unoccupied orbital energy comes out at -0.21 eV. For the highest occupied orbital energy, the calculation gives -8.190 eV. The total charge is 0. For the energy relative to the best compared isomer or geometry (same formula, charge and spin), the calculation gives 287.6 kJ/mol. The calculation puts the HOMO-LUMO gap at 0.2933 Ha.

```
57
Properties=species:S:1:pos:R:3:forces:R:3
C -10.050 -1.391 0.630 -0.344 -0.219 -0.152
H -10.022 -2.480 0.553 -0.032 0.091 0.026
H -10.407 -1.086 1.610 0.033 -0.009 -0.049
H -10.700 -1.002 -0.156 0.028 -0.041 0.093
O -8.743 -0.854 0.501 0.374 0.204 0.099
C -8.119 -1.117 -0.655 -0.255 -0.073 0.032
O -8.607 -1.756 -1.556 0.159 0.098 0.099
C -6.778 -0.534 -0.700 0.449 -0.258 -1.017
C -5.844 -0.577 -1.708 -0.785 -0.074 0.609
C -4.735 0.153 -1.243 -0.031 0.329 0.630
C -5.068 0.587 0.014 0.598 -0.040 -0.729
O -6.296 0.176 0.345 -0.113 0.150 0.454
C -4.300 1.401 1.005 -0.536 0.033 0.154
N -2.880 1.142 0.896 0.249 -0.772 0.200
N -2.147 2.131 0.403 -0.849 0.903 -0.204
N -0.915 2.020 0.242 0.701 0.547 -0.325
C -0.287 0.860 0.568 -0.834 -1.355 0.657
C -0.995 -0.222 1.089 0.406 0.324 -0.195
C -2.415 -0.133 1.286 0.253 0.232 -0.069
O -3.181 -0.963 1.720 -0.076 -0.212 0.127
S -0.005 -1.597 1.440 -0.087 0.248 -0.096
C 1.399 -0.720 0.869 -0.353 0.586 -0.156
N 2.596 -1.259 0.843 0.217 -0.311 0.008
C 3.607 -0.525 0.384 -0.541 0.015 0.213
N 4.836 -1.139 0.404 0.119 -0.013 0.109
C 5.734 -1.070 -0.738 0.170 -0.053 -0.207
H 6.688 -0.613 -0.447 -0.033 0.033 -0.154
C 5.992 -2.487 -1.296 0.122 0.118 0.020
O 4.837 -3.277 -1.194 -0.150 0.080 -0.180
C 4.503 -3.561 0.154 -0.070 -0.097 0.287
H 3.419 -3.685 0.172 0.133 -0.026 0.065
C 4.923 -2.414 1.087 0.007 -0.253 -0.021
H 5.962 -2.536 1.410 -0.074 -0.016 0.027
H 4.275 -2.392 1.961 0.158 -0.093 -0.003
H 4.985 -4.498 0.470 -0.044 0.081 -0.010
H 6.232 -2.431 -2.359 0.100 0.036 0.111
H 6.834 -2.964 -0.773 -0.032 0.041 -0.070
H 5.272 -0.469 -1.519 0.051 0.009 0.038
C 3.448 0.842 0.013 -0.088 0.080 -0.155
C 2.180 1.392 0.024 -0.126 -0.326 0.070
C 1.103 0.582 0.439 0.416 -0.335 0.074
C 1.892 2.823 -0.311 0.204 0.261 -0.249
C 3.111 3.581 -0.822 0.002 0.009 0.272
C 4.329 3.185 0.001 0.072 -0.054 -0.310
C 4.644 1.716 -0.265 0.027 0.186 0.107
H 5.475 1.388 0.362 0.047 -0.056 -0.064
H 4.954 1.623 -1.310 0.123 -0.018 0.028
H 5.192 3.797 -0.266 0.012 0.009 0.070
H 4.119 3.336 1.062 0.030 0.037 0.083
H 2.929 4.655 -0.756 -0.023 -0.001 -0.079
H 3.292 3.337 -1.871 0.017 0.033 -0.066
H 1.077 2.858 -1.037 0.010 0.043 0.107
H 1.509 3.302 0.595 -0.068 0.028 -0.054
H -4.440 2.472 0.835 0.059 -0.166 0.082
H -4.641 1.133 2.010 0.071 0.092 -0.115
H -3.817 0.335 -1.763 0.227 0.065 -0.047
H -5.957 -1.073 -2.650 -0.099 -0.130 -0.178
```
Positions in Å, forces in eV/Å.


Molecular formula: C23H23NO3
Method: DFT, ωB97M-V with the def2-TZVPD basis set

For the largest force on an atom, the calculation gives 18.33 eV Å⁻¹. The lowest unoccupied orbital energy comes out at -0.09 eV. For the highest occupied orbital energy, the calculation gives -7.823 eV. The total charge is 0. For the energy relative to the best compared isomer or geometry (same formula, charge and spin), the calculation gives 2099.3 kJ/mol. The calculation puts the HOMO-LUMO gap at 0.2843 Ha.

```
50
Properties=species:S:1:pos:R:3:forces:R:3
O 5.080 0.229 -2.026 3.697 -11.756 -0.555
C 4.650 1.258 -1.949 4.083 2.013 -4.676
O 5.051 2.163 -2.720 4.463 4.710 -8.137
H 5.728 1.836 -3.515 -2.577 0.684 3.323
C 3.917 1.770 -1.069 -7.392 11.044 12.632
C 2.608 1.252 -0.864 -0.712 2.528 1.323
C 2.489 -0.010 -0.920 -0.777 -14.092 -0.016
C 1.291 -0.936 -0.716 0.526 10.045 0.293
C 0.150 -0.144 -0.559 -2.179 1.314 0.012
C 0.132 1.304 -0.600 7.141 -2.572 1.553
C 1.469 1.922 -0.468 -4.124 -2.041 -2.475
H 1.597 2.921 -0.593 -0.455 3.287 0.186
H -0.700 1.858 -0.657 -2.873 1.846 0.199
O -1.119 -0.761 -0.367 5.955 -4.349 -0.401
C -2.253 -0.181 -0.369 -1.833 8.332 0.974
C -3.424 -0.893 -0.251 -5.530 -6.372 -0.097
N -4.673 -0.521 -0.771 6.836 1.467 1.383
C -5.682 -1.299 -0.579 -2.380 -7.122 3.299
C -7.020 -1.009 -0.852 11.114 11.772 -2.383
C -8.061 -1.585 -0.817 -11.124 -10.964 0.086
C -7.887 -3.087 -0.435 0.206 6.790 -0.474
C -6.689 -3.360 0.105 -5.655 -10.113 1.301
C -5.601 -2.697 0.055 4.967 9.272 -2.465
C -4.312 -3.016 0.408 -4.587 -10.164 1.061
C -3.162 -2.599 0.375 -10.069 12.770 -5.559
H -2.330 -2.691 0.556 15.096 -2.847 3.364
H -4.226 -4.177 0.511 -0.656 1.102 0.730
H -6.694 -4.611 0.498 0.596 3.696 -0.803
H -8.811 -3.493 -0.392 -2.161 -2.541 0.350
H -9.072 -1.253 -1.221 1.577 -0.221 0.871
H -6.987 0.050 -1.201 -0.540 -0.269 0.031
H -2.403 0.493 -1.235 0.152 0.290 0.128
H -2.327 0.551 0.625 0.025 -0.914 -1.898
H 1.166 -1.892 -0.877 0.267 -4.929 -0.512
H 3.366 -0.801 -1.027 -1.364 2.489 -0.236
C 4.640 1.926 0.681 2.835 -3.559 -8.638
C 5.090 0.390 1.024 -0.507 12.422 11.580
H 6.008 0.840 1.477 0.662 -2.193 -0.965
H 5.016 -0.213 0.349 -0.437 -7.038 -7.240
C 4.200 0.446 2.368 -5.197 -1.436 -8.448
H 3.011 0.142 1.819 3.262 0.233 2.260
H 4.558 -0.133 3.049 1.462 -4.193 4.285
C 4.080 1.807 2.782 -0.781 1.245 2.066
H 3.185 1.910 3.362 -0.031 0.013 1.419
H 5.036 1.944 3.413 -1.349 1.276 -1.174
C 3.714 2.580 1.514 1.736 4.352 1.997
H 4.110 3.678 1.664 -1.016 -1.731 -0.380
H 2.668 2.693 1.152 0.648 -0.781 0.962
H 5.603 2.390 0.346 -1.175 0.417 0.666
H 3.822 3.009 -1.080 0.176 -3.210 -0.799
```
Positions in Å, forces in eV/Å.


Molecular formula: C23H23NO4S
Method: DFT, ωB97M-V with the def2-TZVPD basis set

For the largest force on an atom, the calculation gives 1.01 eV Å⁻¹. The lowest unoccupied orbital energy comes out at -0.11 eV. For the highest occupied orbital energy, the calculation gives -7.525 eV. The total charge is 0. For the energy relative to the best compared isomer or geometry (same formula, charge and spin), the calculation gives 161.6 kJ/mol. The calculation puts the HOMO-LUMO gap at 0.2726 Ha.

```
52
Properties=species:S:1:pos:R:3:forces:R:3
C 4.565 1.541 0.781 -0.365 -0.068 -0.207
H 4.658 2.318 1.535 0.059 0.028 0.032
H 5.209 1.780 -0.061 -0.005 0.034 -0.015
H 4.855 0.588 1.216 -0.010 -0.037 0.084
C 3.122 1.478 0.317 0.940 0.327 0.169
C 2.141 1.306 1.465 -0.234 0.076 0.254
O 2.435 1.383 2.633 -0.006 0.028 -0.210
C 0.751 1.199 0.965 -0.608 -0.127 0.299
C -0.164 0.445 1.616 0.474 0.219 -0.283
N -1.444 0.298 1.180 0.228 0.357 -0.121
C -1.861 1.068 0.114 0.377 0.378 -0.274
C -0.985 1.866 -0.556 -0.187 -0.182 0.122
C 0.399 1.948 -0.214 0.392 0.186 -0.004
C 1.313 2.731 -0.871 -0.592 0.169 -0.165
C 2.698 2.732 -0.528 0.214 -0.271 0.245
O 3.533 3.530 -0.901 0.034 -0.044 0.024
H 0.994 3.403 -1.653 -0.052 0.057 -0.122
H -1.350 2.466 -1.375 -0.127 0.044 -0.032
C -3.271 1.070 -0.289 -0.464 -0.007 0.123
C -4.330 1.275 0.551 -0.248 0.048 -0.200
S -5.827 1.317 -0.283 0.562 -0.084 -0.148
C -5.034 1.049 -1.784 -0.320 0.106 0.244
C -3.691 0.947 -1.642 -0.029 -0.049 0.023
H -3.012 0.773 -2.457 0.124 -0.037 -0.170
H -5.614 0.983 -2.682 -0.078 -0.029 -0.227
H -4.310 1.432 1.611 0.064 0.012 0.249
C -2.307 -0.681 1.770 -0.423 -0.573 0.397
C -2.455 -0.776 3.262 -0.190 0.103 0.000
C -1.769 -1.874 2.506 0.025 -0.075 -0.169
H -2.294 -2.807 2.369 -0.073 -0.027 -0.041
H -0.704 -1.999 2.617 0.131 0.084 0.018
H -3.439 -0.956 3.669 -0.092 -0.040 0.006
H -1.847 -0.121 3.867 0.140 0.075 -0.009
H -3.188 -0.846 1.166 0.155 -0.025 0.145
H 0.135 -0.092 2.500 -0.024 -0.115 0.078
O 2.946 0.421 -0.659 0.175 0.358 -0.020
C 2.561 -0.774 -0.242 -0.070 -0.816 -0.178
O 2.381 -1.063 0.916 0.240 -0.095 0.053
C 2.347 -1.711 -1.418 0.038 -0.066 0.092
H 3.320 -1.864 -1.888 0.007 0.046 0.029
C 1.334 -1.112 -2.413 0.023 0.141 -0.121
H 1.339 -0.024 -2.371 0.029 0.005 -0.094
C -0.036 -1.702 -2.029 -0.129 -0.037 0.002
C 0.222 -2.624 -0.832 -0.034 -0.130 -0.062
H 0.080 -2.078 0.100 -0.038 -0.007 0.080
C 1.693 -3.011 -0.956 0.045 0.110 0.193
H 1.826 -3.783 -1.714 0.032 -0.028 -0.054
H 2.109 -3.359 -0.013 0.048 -0.093 -0.034
H -0.439 -3.490 -0.826 -0.060 -0.016 0.078
H -0.445 -2.273 -2.863 -0.058 0.023 -0.017
H -0.753 -0.921 -1.779 -0.064 0.017 -0.054
H 1.604 -1.405 -3.427 0.026 0.048 -0.009
```
Positions in Å, forces in eV/Å.


Molecular formula: C23H24BN11O2Ru
Method: DFT, ωB97M-V with the def2-TZVPD basis set

For the largest force on an atom, the calculation gives 4.85 eV Å⁻¹. The lowest unoccupied orbital energy (alpha / beta) comes out at -9.86 / -13.44 eV. For the highest occupied orbital energy (alpha / beta), the calculation gives -16.302 / -16.200 eV. The total charge is +3. For the energy relative to the best compared isomer or geometry (same formula, charge and spin), the calculation gives 210.9 kJ/mol. The multiplicity is 6. The calculation puts the HOMO-LUMO gap (alpha / beta) at 0.2366 / 0.1012 Ha.

```
62
Properties=species:S:1:pos:R:3:forces:R:3
Ru -0.125 0.374 0.071 -0.442 -1.126 -0.387
C -2.338 -2.597 2.270 -1.294 0.761 -0.027
C -2.199 -1.363 1.625 0.228 0.425 0.618
N -0.936 -1.193 1.258 0.955 0.137 -1.541
N -0.212 -2.382 1.494 -3.364 -1.219 1.036
C -1.118 -3.201 2.171 0.876 0.173 -1.149
B 1.046 -2.797 0.611 0.110 0.213 1.865
N 1.964 -1.629 1.161 1.159 1.938 -1.072
C 3.103 -1.505 1.855 -0.135 -0.578 0.122
C 3.639 -0.220 1.706 0.058 -0.319 -0.447
C 2.775 0.427 0.845 -0.459 0.441 0.693
N 1.703 -0.355 0.621 1.409 -1.164 -0.259
N 0.597 -2.500 -0.879 0.517 -2.477 -2.565
C 0.496 -3.376 -1.950 0.570 1.950 4.401
C -0.203 -2.718 -2.939 -0.595 -1.199 -3.234
C -0.454 -1.426 -2.487 0.629 1.476 0.902
N 0.070 -1.267 -1.285 -1.383 -0.414 -0.921
N 1.556 -4.228 0.846 1.529 -0.070 0.391
C 1.945 -4.758 2.097 -0.521 -0.675 -2.035
C 2.656 -5.927 1.851 -0.490 1.493 1.332
C 2.787 -6.034 0.488 -0.829 1.697 -2.357
N 2.206 -4.985 -0.165 -0.589 -0.683 1.403
H -3.274 -2.943 2.725 0.749 -0.073 -0.172
H -2.905 -0.535 1.470 0.364 -0.696 0.278
H -0.956 -4.220 2.488 0.716 0.070 -0.124
H 3.444 -2.316 2.490 0.185 0.001 -0.378
H 4.573 0.136 2.093 0.111 0.054 0.209
H 2.772 1.458 0.447 0.233 -0.870 0.157
H 0.875 -4.359 -1.848 0.429 -0.931 0.071
H -0.440 -3.184 -3.936 0.142 0.756 1.232
H -0.878 -0.584 -3.020 -0.048 -0.184 0.255
H 1.552 -4.345 3.000 0.041 0.178 0.450
H 3.102 -6.560 2.580 0.013 -0.371 0.410
H 3.255 -6.835 -0.089 -0.092 0.504 0.187
O 1.335 3.575 -2.015 -1.368 -1.481 -0.336
C 0.624 2.566 -2.057 1.586 -0.681 2.349
O 0.856 1.471 -1.299 -0.761 1.830 -1.236
C -0.538 2.575 -2.974 -1.471 -2.321 -0.975
C -0.571 3.540 -3.992 -0.371 1.761 -0.653
C -1.770 3.696 -4.708 -0.342 1.457 -1.259
C -2.840 2.860 -4.560 -0.118 -0.587 0.603
C -2.601 1.756 -3.664 -0.520 -0.972 0.565
N -1.520 1.589 -2.957 1.667 1.274 1.370
H 0.310 4.202 -4.087 -0.672 -0.320 -0.195
H -2.008 4.502 -5.417 1.085 -0.053 0.312
H -3.820 2.985 -5.060 0.834 -0.022 0.296
H -3.337 0.970 -3.461 -0.074 0.337 -0.573
C 0.779 5.047 2.604 0.287 1.038 -0.082
C -0.092 3.974 2.075 -0.041 -0.665 0.128
C -1.478 3.890 1.953 -1.147 0.375 -0.356
C -1.773 2.663 1.335 2.148 0.595 1.108
N -0.601 1.939 1.222 -0.596 1.656 -0.089
N 0.418 2.795 1.629 -0.513 -0.402 0.010
C -3.095 2.169 0.984 -2.940 -0.518 -0.137
H 0.275 6.055 2.631 0.469 -1.187 -0.303
H 1.696 5.088 1.982 -0.456 0.250 0.419
H 1.081 4.848 3.638 -0.032 -0.162 -0.124
H -2.269 4.644 2.252 1.417 -0.956 -0.462
H 1.398 2.455 1.574 -1.175 0.639 0.272
H -3.097 1.256 0.354 0.231 0.458 0.327
H -3.759 2.922 0.413 1.298 -0.931 1.022
H -3.681 1.917 1.942 0.795 0.368 -1.348
```
Positions in Å, forces in eV/Å.